79
Properties=species:S:1:pos:R:3:forces:R:3 method="wB97M-V/def2-TZVPD" gap_ev="5.5 / 5.7" e_tot_ev=-104833.398 spin_multiplicity=8 e_lumo_ev="0.208 / 0.206" e_above_lowest_kcal_mol=23.9
Eu -0.991290 -0.431079 0.235910 -0.5236 -0.0213 -0.2540
O -1.885518 0.365458 -2.464931 0.2749 1.1404 -0.2478
N -0.686549 1.069063 -2.270622 -0.7038 -0.0179 -0.5757
C -0.824723 2.337075 -2.138031 -1.0327 -0.9070 -0.4121
C 0.313836 3.113142 -1.734096 0.9244 0.2725 0.2741
C 0.291964 4.510235 -1.806331 -0.0617 -0.2567 -0.0499
C 1.393761 5.247765 -1.425589 0.0928 0.0052 0.0452
C 2.536220 4.598505 -0.970737 -0.0687 0.1081 -0.0618
C 2.559767 3.219437 -0.859097 -0.0019 0.1135 -0.0900
C 1.455288 2.454855 -1.227010 -0.2531 0.1720 -0.0492
P 1.387226 0.656230 -0.933317 1.2788 -0.0020 0.2491
C 2.734039 0.481176 0.301207 -0.0432 0.1996 -0.1365
C 4.026346 0.027541 0.077880 -0.2004 0.0946 0.0682
C 4.907692 -0.072349 1.142404 0.0988 -0.0498 0.0546
C 4.507240 0.272864 2.422444 0.0640 -0.0146 0.0520
C 3.217080 0.727893 2.651525 0.0378 0.0729 0.0228
C 2.340347 0.833183 1.591680 -0.0388 0.0740 -0.1735
C 2.121258 -0.062815 -2.432879 -0.0175 0.0594 0.1608
C 2.476430 -1.411060 -2.388768 -0.1221 0.0923 -0.0136
C 3.044344 -2.007040 -3.500135 0.0449 -0.0058 -0.0661
C 3.257776 -1.266168 -4.652448 -0.0388 0.0153 -0.0338
C 2.902837 0.072622 -4.695649 0.0324 0.0397 -0.0815
C 2.336637 0.681404 -3.588033 -0.0477 -0.2191 0.1030
H -1.644105 -0.557494 -2.724073 0.2808 0.0705 0.4453
H -1.787411 2.821643 -2.294955 -0.0284 -0.0810 0.0601
H -0.592767 5.008799 -2.176904 -0.1053 0.0228 -0.0268
H 1.370644 6.327388 -1.478795 -0.0032 0.0370 -0.0512
H 3.408978 5.180308 -0.710006 0.0611 -0.0085 0.0825
H 3.450073 2.733154 -0.487403 0.0188 -0.0430 0.0410
H 4.336374 -0.243951 -0.920616 0.0725 -0.0351 -0.0522
H 5.913483 -0.424313 0.970620 0.1276 -0.0444 -0.0026
H 5.199580 0.190742 3.246244 0.0981 -0.0432 0.0825
H 2.906323 0.994133 3.653095 -0.0263 0.0169 0.0555
H 1.325122 1.197411 1.734517 0.1599 -0.0876 0.0924
H 2.295817 -1.985432 -1.487803 -0.0351 -0.0208 0.0328
H 3.323517 -3.049657 -3.474186 -0.0028 -0.1179 0.0402
H 3.689203 -1.737051 -5.522233 0.0801 -0.0436 -0.1002
H 3.072168 0.649704 -5.592815 0.0053 0.0314 -0.1048
H 2.050840 1.724420 -3.624551 0.0346 0.0359 -0.0090
C -0.342447 -4.548917 -2.387035 0.1079 -0.0250 0.0128
C -0.349644 -3.533074 -1.277867 -0.1324 0.0174 0.1933
S -1.712586 -2.414573 -1.371947 -0.2457 -0.8965 -0.7410
C 0.576148 -3.546096 -0.301898 -0.1493 0.2327 0.1610
C 1.630958 -4.613311 -0.214225 -0.0120 0.0113 -0.0957
S 0.681084 -2.368805 1.029683 0.6689 -0.6760 0.1973
H -1.283161 -4.501532 -2.928569 0.0104 -0.0843 -0.0303
H -0.200195 -5.558457 -2.008097 0.0662 -0.2087 0.0039
H 0.462021 -4.332679 -3.090752 0.1313 -0.0580 -0.1561
H 1.183448 -5.559029 0.093716 0.0495 -0.2258 -0.0263
H 2.369664 -4.332622 0.530279 0.0974 -0.0484 0.0032
H 2.133776 -4.761400 -1.166458 0.1175 -0.1712 -0.2097
C -0.772348 2.427938 3.551515 -0.0346 0.0371 -0.1718
C -0.704663 0.927469 3.512679 -0.0879 -0.1208 -0.9234
N -0.580863 0.297881 4.680245 0.0613 -0.4212 0.5795
O -0.734539 0.300793 2.451758 0.2916 0.7392 1.5077
H -1.410244 2.776179 4.358117 -0.0609 0.0676 0.1244
H -1.147056 2.791022 2.597739 -0.0173 -0.0391 -0.0066
H 0.228346 2.830889 3.701256 0.0914 0.0199 0.0320
H -0.566277 0.784919 5.559650 -0.0016 -0.0177 -0.1151
H -0.499496 -0.708130 4.671210 -0.0159 0.0661 -0.0167
C -5.412723 2.755050 1.457915 -0.1150 0.1980 0.1884
N -4.822447 1.872478 0.473586 -1.3240 0.1274 -0.0583
C -5.712825 0.962952 -0.223707 -0.2957 -0.3482 -0.1422
C -3.556092 1.664754 0.408034 1.7166 0.0081 -0.0929
N -2.412409 1.500800 0.292149 -1.0354 1.2371 0.2109
H -5.993929 2.185382 2.189511 0.0974 -0.0016 -0.0202
H -6.082460 3.457383 0.953739 0.0615 -0.0214 0.0682
H -4.632850 3.312207 1.973704 -0.0386 -0.0257 -0.0310
H -6.098079 0.208927 0.467483 -0.0027 -0.0078 -0.0464
H -5.175820 0.459249 -1.025545 0.0040 0.0326 0.0411
H -6.543983 1.527989 -0.647607 0.0314 0.0093 -0.0085
N -4.050167 -3.563948 3.188485 -0.3237 -0.5994 0.3509
C -3.103444 -2.932335 2.478574 0.4777 0.3717 -0.1201
N -1.920986 -3.510581 2.330822 -0.1869 -0.3129 0.1306
S -3.433677 -1.393236 1.875373 -0.3520 0.3820 0.0085
H -3.917681 -4.494256 3.547905 0.0321 0.0314 -0.0498
H -4.950956 -3.135610 3.299335 0.0906 0.0659 -0.1268
H -1.751938 -4.439947 2.687123 -0.0366 0.0845 -0.0496
H -1.129313 -3.043469 1.836609 -0.1693 -0.0843 0.0543

72
Properties=species:S:1:pos:R:3:forces:R:3 method="wB97M-V/def2-TZVPD" gap_ev=8.7 e_tot_ev=-200472.409 spin_multiplicity=1 e_lumo_ev=0.362 smiles="CC(=O)OCCCN1c2ccccc2Sc2c1ccc(B(N)O)c2[C@@H](Br)[C@H](C)Br.O=C1OCCO1.O=C1OCCO1"
C 4.763055 1.513398 1.292386 -0.1571 0.7467 -0.5292
C 4.250864 0.207044 0.778996 0.0256 0.1917 0.0188
O 4.664624 -0.826285 1.192731 0.2242 -1.0760 0.4598
O 3.244328 0.189514 -0.133154 0.1530 0.2334 -0.3424
C 3.389983 1.083726 -1.244357 -0.3292 0.3350 -0.0759
C 2.204484 0.925605 -2.168305 -0.0002 0.1514 0.1068
C 0.892608 1.110640 -1.410388 0.4760 -0.3500 -0.5700
N -0.268132 0.791936 -2.277402 -0.2496 0.2435 0.6428
C -1.175640 1.882231 -2.440527 -0.0281 0.2693 -0.5239
C -1.073057 2.682393 -3.576915 -0.2326 -0.0635 0.4612
C -1.959509 3.733529 -3.754250 -0.1419 0.0315 0.0403
C -2.956749 3.982875 -2.815984 0.0194 -0.0595 0.1856
C -3.073639 3.191551 -1.679268 0.3447 -0.0600 -0.4032
C -2.173912 2.148681 -1.509313 0.1550 -0.5204 0.2311
S -2.254893 1.083777 -0.088114 -0.1918 0.0162 0.0658
C -1.885532 -0.464204 -0.884638 -0.0606 0.3890 -0.0275
C -0.922308 -0.421964 -1.890814 0.1975 -0.2796 -0.4445
C -0.568699 -1.581873 -2.575126 -0.4153 0.1429 0.3801
C -1.190108 -2.769425 -2.241767 -0.0031 0.1221 -0.0224
C -2.161077 -2.825148 -1.239862 -0.0245 -0.3748 0.1345
B -2.825360 -4.241588 -0.951194 -0.1319 0.4774 -0.3259
N -3.733148 -4.775030 -1.920878 1.0050 -0.6836 0.4164
O -2.530742 -4.935963 0.195726 -0.4771 0.0848 0.2661
C -2.525634 -1.664131 -0.545579 0.5394 -0.3105 -0.2108
C -3.605376 -1.778095 0.494664 -0.5863 0.8294 -0.4055
Br -2.956923 -1.212579 2.262047 0.0122 -0.0377 -0.0587
C -4.917620 -1.035897 0.049499 0.1719 -0.4778 0.6954
C -5.506102 -0.000162 0.974536 -0.4347 0.3236 -0.1915
Br -6.300298 -2.434602 -0.154248 0.0226 0.0273 -0.1678
H 5.794175 1.405478 1.594657 0.1201 -0.1583 0.2491
H 4.731452 2.313598 0.557490 -0.0176 -0.0996 0.0487
H 4.151384 1.839304 2.129840 -0.0510 -0.1334 0.2105
H 3.417189 2.120823 -0.910653 0.0321 0.0572 0.1531
H 4.323373 0.886324 -1.768224 0.1261 -0.1143 -0.0120
H 2.228390 -0.020442 -2.703898 -0.0467 -0.1860 0.0886
H 2.286897 1.723891 -2.905975 -0.0009 -0.0327 -0.2406
H 0.861054 2.149351 -1.090188 -0.2873 0.0855 0.2373
H 0.900806 0.451899 -0.546498 -0.1362 0.0819 0.2091
H -0.296939 2.451637 -4.287768 0.0650 0.0093 -0.1856
H -1.901702 4.347160 -4.640828 0.0559 0.0642 -0.0574
H -3.663108 4.786310 -2.963327 0.0001 0.0934 -0.0875
H -3.848059 3.362562 -0.949401 -0.1251 0.0405 0.0813
H 0.167751 -1.513670 -3.357654 0.1133 -0.0212 -0.1278
H -0.927648 -3.670192 -2.780872 0.0467 -0.0845 -0.0124
H -3.322892 -4.751542 -2.846814 -0.5437 0.2956 -0.2121
H -4.026789 -5.721905 -1.707560 -0.1192 0.0215 -0.1244
H -2.108892 -4.361761 0.841445 0.2575 -0.0920 0.0095
H -3.888888 -2.807282 0.648206 0.2264 -0.1698 0.0822
H -4.772996 -0.653734 -0.951305 0.0253 0.1200 -0.1306
H -4.862296 0.862546 1.099888 0.2915 -0.0012 0.0101
H -6.432440 0.355021 0.527255 -0.0840 0.0486 -0.0240
H -5.759206 -0.402339 1.949214 0.0974 -0.1603 0.1030
O 5.861652 3.784937 -0.642836 0.0321 0.1121 -0.1123
C 6.773159 4.310009 -0.088923 -0.0153 -0.0111 -0.0362
O 7.329897 5.482656 -0.464396 0.0196 -0.0311 0.0553
C 8.232903 5.899978 0.565279 0.1038 0.1227 0.0739
C 8.572309 4.589739 1.244592 0.1597 0.0281 0.0854
O 7.394362 3.812059 1.005599 0.0085 0.0469 -0.0272
H 9.097093 6.398279 0.134709 -0.0694 -0.0342 -0.1604
H 7.712489 6.592873 1.228369 -0.0233 -0.0324 0.0082
H 9.423978 4.087091 0.783673 -0.0209 0.0057 -0.0360
H 8.751981 4.691357 2.311361 -0.1513 -0.0925 0.0264
O -4.195584 -4.947185 7.069024 -0.0089 0.0016 0.0222
C -3.623965 -4.897195 6.031211 -0.0215 -0.0134 0.0128
O -2.969605 -3.807066 5.560114 -0.0042 -0.0637 -0.0484
C -2.221052 -4.197074 4.405540 0.1675 0.0131 -0.1404
C -2.974262 -5.422354 3.932608 0.0066 -0.0226 -0.1690
O -3.533760 -5.924637 5.149060 0.0326 0.0789 0.0068
H -2.206921 -3.394072 3.671401 -0.0802 0.0141 0.1984
H -1.198203 -4.428366 4.710482 -0.0247 -0.0327 0.0282
H -3.788152 -5.174044 3.247429 0.0080 0.0233 0.0172
H -2.334428 -6.169975 3.470174 -0.0465 -0.0990 0.1217

66
Properties=species:S:1:pos:R:3:forces:R:3 method="wB97M-V/def2-TZVPD" gap_ev=8.1 e_tot_ev=-40055.402 spin_multiplicity=1 e_lumo_ev=0.394 e_above_lowest_kcal_mol=4.6 smiles="CCCCNCC(=O)Nc1ccc(-c2nc3cc(NC(=O)CNCCCC)ccc3o2)cc1"
C 5.065505 -1.064277 -7.185723 -0.2419 0.0533 0.0393
C 3.568070 -1.308031 -7.322997 0.2549 -0.1963 -0.1100
C 3.265188 -2.421551 -8.323102 -0.3846 0.2670 0.1480
C 1.766418 -2.661250 -8.486025 0.2273 -0.0841 -0.1973
N 1.171832 -3.051797 -7.218279 0.0743 -0.1533 -0.0694
C -0.258170 -3.291077 -7.275232 -0.1001 -0.1253 -0.0173
C -0.880438 -3.272627 -5.877137 0.2160 0.0352 -0.3030
O -1.911513 -3.849521 -5.616741 -0.2545 -0.1213 0.0264
N -0.143985 -2.515729 -5.023578 0.3852 0.2687 -0.0233
C -0.355906 -2.219889 -3.682479 -0.2463 -0.0003 0.3864
C 0.601644 -1.439785 -3.027796 -0.0848 -0.0759 -0.0650
C 0.444795 -1.108020 -1.702130 -0.1993 -0.0745 0.1265
C -0.678469 -1.549045 -0.998482 -0.2413 -0.2997 -0.4955
C -0.832145 -1.184171 0.389691 0.5230 0.5401 0.7428
N 0.009242 -0.480103 1.082331 0.1933 -0.1527 -0.7711
C -0.543089 -0.376088 2.332021 -1.1886 -0.5208 0.4192
C -0.092304 0.261411 3.479140 0.0459 -0.0140 -0.1637
C -0.904190 0.187064 4.601521 0.0406 -0.1176 -0.3215
N -0.554679 0.791319 5.809370 -0.2073 -0.1299 0.3131
C 0.504367 1.583523 6.106120 -0.2041 -0.0967 0.4180
O 1.423367 1.864716 5.370061 0.2796 0.0980 -0.2084
C 0.442318 2.065367 7.559370 0.0529 0.0832 -0.0663
N -0.928446 2.187414 8.033563 0.1011 -0.0886 0.5909
C -1.528114 3.489724 7.759502 -0.0980 0.1155 -0.2678
C -1.822705 3.682076 6.272617 -0.2471 0.1601 0.2431
C -2.545740 4.997522 5.979954 0.2527 -0.0565 -0.0428
C -1.668162 6.226363 6.189839 -0.2131 -0.1037 -0.0092
C -2.125705 -0.507767 4.572322 0.1051 0.0831 0.0453
C -2.579572 -1.148464 3.437217 -0.0469 -0.1514 -0.3957
C -1.771347 -1.071590 2.319606 0.8767 0.7384 0.7382
O -1.941973 -1.583117 1.075532 -0.1728 -0.2503 -0.4648
C -1.632635 -2.328888 -1.652303 0.2752 0.2288 0.2103
C -1.476068 -2.663748 -2.980777 -0.0711 -0.1157 -0.2205
H 5.495238 -0.776208 -8.142642 0.1092 0.0332 -0.0833
H 5.569820 -1.964991 -6.842506 0.1068 -0.0759 0.0351
H 5.259331 -0.269301 -6.469765 0.1140 0.0619 0.0531
H 3.152332 -1.579986 -6.351473 -0.0509 0.0863 0.0028
H 3.077603 -0.389098 -7.650531 -0.1022 0.0370 0.0380
H 3.744781 -3.345984 -7.991568 0.0782 -0.0828 -0.0537
H 3.684146 -2.161150 -9.296984 0.0636 -0.0703 -0.0342
H 1.279206 -1.733347 -8.802420 0.0168 -0.0447 -0.0553
H 1.599134 -3.414805 -9.274192 -0.0475 0.1224 0.0591
H 1.642520 -3.883809 -6.870765 -0.0429 0.0720 -0.0191
H -0.721874 -2.471738 -7.836206 0.0109 -0.0772 0.0189
H -0.543480 -4.230400 -7.771242 -0.0222 0.1404 0.1347
H 0.704360 -2.146551 -5.447504 -0.1638 -0.1443 0.0276
H 1.468919 -1.096447 -3.574017 0.0974 0.0447 -0.0460
H 1.174360 -0.506869 -1.184033 0.1004 0.0678 0.0184
H 0.842614 0.792703 3.496044 0.0713 0.0429 0.0274
H -1.236646 0.739045 6.560918 0.1474 0.1018 -0.1207
H 0.964969 1.311387 8.155610 -0.0159 0.0680 -0.0234
H 1.011637 3.003593 7.631555 -0.0433 -0.1229 -0.0993
H -0.957044 2.024937 9.034787 0.0331 -0.0385 -0.1715
H -2.467531 3.538660 8.317421 0.0374 0.0660 -0.0126
H -0.877460 4.305574 8.111478 -0.0669 -0.0553 0.0244
H -0.890634 3.655426 5.705750 0.0217 -0.0196 -0.1091
H -2.445982 2.852708 5.931989 0.0649 -0.0618 -0.0215
H -2.878007 4.979095 4.939824 -0.0934 -0.0039 0.0365
H -3.435401 5.071470 6.610099 -0.0948 -0.0228 -0.0484
H -1.399412 6.345799 7.236314 0.0832 0.0772 0.0912
H -0.754575 6.142321 5.605607 0.1329 0.0380 -0.0458
H -2.195550 7.123582 5.873999 0.0249 0.1299 0.0020
H -2.725237 -0.538632 5.470734 -0.0647 -0.0129 0.0936
H -3.517153 -1.680215 3.422063 -0.1152 -0.0496 0.0436
H -2.500304 -2.670350 -1.109021 -0.0777 -0.0385 0.0192
H -2.212071 -3.266381 -3.486323 -0.0142 -0.0113 -0.0163

59
Properties=species:S:1:pos:R:3:forces:R:3 method="wB97M-V/def2-TZVPD" gap_ev=5.1 total_charge=+1 e_tot_ev=-106041.860 spin_multiplicity=1 e_lumo_ev=-5.331 e_above_lowest_kcal_mol=0.0
Pd 0.271643 0.466926 0.337202 -0.0247 -0.0266 0.2363
O 1.006457 0.368837 7.083375 -0.0016 -0.0047 -0.0025
C 0.489242 1.336139 6.511814 0.0023 0.0193 0.0132
O -0.016877 2.398119 6.886220 -0.0014 -0.0076 -0.0030
C 0.472313 1.171140 4.957323 0.0013 -0.0008 0.0127
C -0.087857 2.151845 4.154704 -0.0099 0.0308 0.0173
C -0.093732 1.971647 2.777085 0.0210 -0.0595 -0.0389
N 0.441555 0.875201 2.261202 0.0007 0.0093 -0.0633
C 0.971432 -0.114489 3.015575 0.0077 0.0290 0.0077
C 1.009294 0.014242 4.386251 0.0122 -0.0258 0.0031
C 1.391514 -1.268380 2.214018 -0.0280 0.0134 0.0371
C 1.984441 -2.453696 2.773670 0.0106 -0.0219 0.0723
C 2.282814 -3.454587 1.946239 -0.0162 -0.0618 -0.1091
C 2.071769 -3.390578 0.468940 -0.2852 0.1868 0.1357
C 1.408036 -2.134608 -0.031797 0.0010 -0.0500 0.0230
N 1.145270 -1.168936 0.926954 -0.0021 -0.0199 -0.1704
C -0.633584 2.879593 1.735620 -0.0116 0.0372 0.0278
C -1.165468 4.116464 2.038896 -0.0119 0.0187 -0.0070
C -1.599684 4.941686 1.010442 -0.0024 0.0118 0.0461
C -1.462634 4.512797 -0.295150 0.0139 -0.0241 -0.0315
C -0.926848 3.257080 -0.527273 -0.0201 0.0058 -0.0263
N -0.544651 2.438095 0.450991 0.0323 0.0194 -0.0758
H -0.498927 3.016889 4.661653 0.0015 -0.0009 0.0066
H 1.412015 -0.721058 5.073619 -0.0022 -0.0012 -0.0049
H 2.163971 -2.504917 3.837017 -0.0048 0.0012 0.0010
H 2.726990 -4.366444 2.325378 -0.0024 0.0039 0.0109
H 1.513884 -4.269213 0.133930 -0.0190 0.0184 0.0385
H 3.043211 -3.490242 -0.000976 0.3084 -0.0449 -0.1619
H -1.229795 4.433299 3.069917 -0.0006 0.0038 -0.0013
H -2.022244 5.911961 1.232803 0.0019 0.0021 0.0043
H -1.760677 5.130150 -1.130812 -0.0023 -0.0034 -0.0057
H -0.790929 2.889408 -1.532483 0.0025 0.0123 0.0213
Cl -4.498109 3.833447 -2.880016 -0.0129 0.0077 -0.0018
C -3.381789 2.547678 -2.731810 0.0359 0.0002 -0.0380
C -3.557611 1.588075 -1.733230 -0.0010 -0.0047 0.0294
Cl -4.881170 1.690778 -0.656935 -0.0072 -0.0046 -0.0104
C -2.636974 0.550739 -1.600407 0.0539 -0.0441 -0.0137
Cl -2.863413 -0.683058 -0.424979 0.0495 0.0291 -0.0416
C -1.530984 0.515975 -2.438427 -0.0137 -0.0076 0.0432
O -0.623664 -0.533465 -2.353963 -0.1026 -0.0026 -0.0043
C -1.349320 1.455840 -3.441863 0.0027 -0.0123 0.0002
Cl 0.047286 1.375052 -4.430595 -0.0065 0.0013 0.0053
C -2.286539 2.475880 -3.596720 -0.0436 0.0079 0.0193
Cl -2.060983 3.660119 -4.807645 0.0023 0.0034 -0.0061
C -0.055897 -3.758507 -2.517762 -0.0113 -0.0282 -0.0457
C 1.126807 -2.781213 -2.521985 0.0436 0.0121 0.0047
C 1.150567 -2.000066 -3.849917 0.0018 -0.0288 -0.0047
C 2.449784 -3.573506 -2.477298 -0.0241 -0.0426 -0.0010
C 0.975060 -1.844009 -1.309672 0.0496 -0.0572 0.1179
C 0.185032 -0.623122 -1.330843 0.0139 0.0602 -0.0046
H 0.028771 -4.449503 -3.358160 0.0042 0.0046 0.0026
H -1.006218 -3.231383 -2.608427 -0.0057 -0.0012 0.0095
H -0.077246 -4.350209 -1.599664 -0.0334 -0.0126 -0.0162
H 1.445331 -2.681191 -4.646605 0.0195 -0.0205 0.0021
H 1.879640 -1.187566 -3.821895 0.0031 0.0000 0.0008
H 0.184069 -1.589479 -4.120265 0.0450 -0.0308 -0.0109
H 2.645460 -3.980257 -3.467871 -0.0143 0.0183 -0.0224
H 2.420008 -4.432429 -1.808394 -0.0096 0.0777 -0.0137
H 3.300158 -2.939012 -2.216979 -0.0106 0.0051 -0.0133